ORCA calculation (ωB97M-V/def2-TZVPD) on the molecule C6H7NO in a non-equilibrium geometry.

XYZ file:
```
15
Properties=species:S:1:pos:R:3:nbo_charge:R:1
C 2.10972 0.49584 0.82510 -0.523
C 2.13995 -0.20991 -0.27933 0.131
C -0.14305 -0.52428 -0.60751 0.205
C -0.68485 0.82047 -0.92838 -0.328
C -1.99424 0.76081 -0.29446 -0.069
C -1.01500 -1.26109 0.09742 -0.118
H 3.00004 1.07144 1.03006 0.218
H 1.18249 0.39228 1.68235 0.215
H 3.21514 -0.20612 -0.81960 0.185
H -0.17174 1.69901 -1.24646 0.239
H -2.81471 1.50375 -0.22184 0.220
H -2.98694 -0.88888 0.77167 0.417
H -0.93355 -2.17693 0.54280 0.215
N -2.08557 -0.49479 0.37389 -0.511
O 1.18232 -0.98161 -0.92569 -0.496
```

Orbital gap = 9.340 eV
Structure (SMILES) = C=COc1cc[nH]c1

ORCA calculation (ωB97M-V/def2-TZVPD) on a structure of composition C31H40Ge2N3O2Pt.

XYZ file:
```
79
Properties=species:S:1:pos:R:3:mulliken_charge:R:1
Pt 0.13197 0.59681 0.36318 1.126
C -1.27444 1.75394 4.76177 -1.667
C -0.35248 1.56852 3.54664 0.878
O -0.24740 0.41186 3.09144 -0.632
C 0.31024 2.73683 3.12248 -1.035
C 1.32240 2.85632 2.13437 1.100
C 2.24560 4.04780 2.27271 -1.386
N 1.52607 2.00602 1.15857 0.088
N 2.73474 2.21321 0.47231 -0.595
C 3.20826 1.12095 -0.09252 0.135
O 2.73223 -0.04410 -0.15320 -0.767
C 4.55395 1.34838 -0.76511 0.337
C 5.19381 0.26271 -1.35577 -0.430
C 6.43136 0.41428 -1.96643 -0.577
C 7.04662 1.65776 -1.99953 -0.313
C 6.41112 2.74977 -1.41535 -0.635
C 5.17789 2.59583 -0.80346 -0.191
H -1.92744 0.88503 4.83621 0.340
H -1.87744 2.65945 4.66671 0.354
H -0.69150 1.83714 5.68281 0.406
H 0.13293 3.62143 3.72483 0.036
H 1.89453 4.69896 3.07275 0.436
H 2.29903 4.59665 1.33087 0.281
H 3.26223 3.71671 2.48782 0.280
H 4.68435 -0.69143 -1.31867 0.462
H 6.91582 -0.44400 -2.42017 0.362
H 8.01162 1.77978 -2.47984 0.338
H 6.88123 3.72741 -1.43713 0.353
H 4.66745 3.42932 -0.34019 0.425
C -1.71351 -0.42360 -3.75307 -1.327
Ge -0.95274 -1.86097 -2.63900 0.996
C 0.96097 -1.96389 -3.08486 -1.391
C -1.76231 -3.57135 -3.26500 -1.353
Ge -1.03911 -1.36411 -0.27603 -0.603
C 0.00846 -2.88834 0.48278 0.202
C 1.32669 -2.73132 0.90911 -0.046
C 2.05053 -3.81111 1.40103 -0.741
C 1.47651 -5.07184 1.47385 -0.341
C 0.16790 -5.25098 1.04583 -0.618
C -0.55000 -4.16818 0.55608 -0.337
C -2.85633 -1.75276 0.42891 -0.186
C -3.96365 -2.04528 -0.36205 0.200
C -5.22073 -2.26102 0.19423 -0.641
C -5.39107 -2.18693 1.56815 -0.386
C -4.29822 -1.88824 2.37476 -0.634
C -3.05076 -1.67017 1.81036 -0.139
H -1.40850 -0.55357 -4.79495 0.530
H -1.33620 0.53127 -3.38436 0.316
H -2.80385 -0.40567 -3.70875 0.366
H 1.09573 -2.01345 -4.16839 0.486
H 1.41450 -2.84505 -2.62934 0.355
H 1.47531 -1.08774 -2.68891 0.346
H -1.62187 -3.65309 -4.34649 0.451
H -2.82987 -3.62626 -3.05271 0.367
H -1.27855 -4.42547 -2.79054 0.346
H 1.81149 -1.76365 0.82223 0.075
H 3.07475 -3.65967 1.72391 0.414
H 2.04551 -5.91187 1.85957 0.319
H -0.29423 -6.23225 1.09409 0.357
H -1.57595 -4.31951 0.23257 0.301
H -3.85454 -2.10139 -1.44041 0.157
H -6.06560 -2.48349 -0.44961 0.356
H -6.36920 -2.35036 2.00829 0.320
H -4.42091 -1.81025 3.44986 0.383
H -2.21367 -1.39833 2.44839 0.296
C -2.57564 2.62169 -2.05773 -1.925
C -1.90708 2.38395 -0.69573 2.112
C -2.89260 1.68548 0.24189 -1.579
C -1.51182 3.74478 -0.09824 -1.576
N -0.66440 1.66288 -0.98491 -0.653
H -3.42893 3.30222 -1.95956 0.404
H -2.93545 1.68119 -2.48147 0.240
H -1.85577 3.05392 -2.75349 0.417
H -3.78456 2.30847 0.37797 0.547
H -2.43183 1.49118 1.21159 0.168
H -3.21382 0.72657 -0.16982 0.227
H -2.39989 4.37239 0.04719 0.430
H -0.82187 4.26390 -0.76725 0.381
H -1.01809 3.60791 0.86193 0.101
```

Total charge = -2
Orbital gap (alpha / beta) = 5.563 / 5.540 eV
2S+1 = 2

ORCA calculation (ωB97M-V/def2-TZVPD) on a cluster of 2 separate species, C4H6N2 in total in a non-equilibrium geometry.

XYZ file:
```
12
Properties=species:S:1:pos:R:3:nbo_charge:R:1
N 0.73086 -0.88773 -2.18569 -0.330
C 0.83452 -0.79882 -1.03063 0.333
C 1.03958 -0.70084 0.42160 -0.582
C 0.32139 0.51571 0.96714 0.179
C -1.34662 0.30406 -1.11942 -0.226
N -0.36863 0.42487 2.02273 -0.628
H 0.65888 -1.60179 0.91133 0.273
H 2.11387 -0.62238 0.62848 0.262
H 0.49454 1.43073 0.39354 0.169
H -2.06299 -0.49953 -1.37617 0.105
H -1.39996 1.01417 -1.96602 0.104
H -0.77633 1.33668 2.23535 0.340
```

Orbital gap = 8.471 eV

ORCA calculation (ωB97M-V/def2-TZVPD) on a structure of composition C18H17AuN3O7.

XYZ file:
```
46
Properties=species:S:1:pos:R:3:nbo_charge:R:1
Au -0.78794 1.63018 0.14259 0.725
O 1.04992 0.03637 3.30059 -0.701
C 1.50391 -0.95913 2.52412 0.429
C 1.31695 -2.27328 2.96190 -0.314
C 1.75336 -3.33221 2.18817 -0.183
C 2.39127 -3.10792 0.96781 -0.297
C 2.57989 -1.80264 0.54231 -0.145
C 2.14796 -0.71734 1.30001 -0.284
C 2.31780 0.68088 0.75604 0.787
O 2.97450 0.86007 -0.27670 -0.737
O 1.71250 1.60872 1.40019 -0.826
H 1.16045 0.86028 2.74833 0.516
H 0.80793 -2.43148 3.90410 0.216
H 1.58639 -4.34619 2.53380 0.202
H 2.72592 -3.93939 0.36061 0.206
H 3.07010 -1.58173 -0.39759 0.230
O -4.54550 0.05207 0.29198 -0.677
C -3.32197 0.08430 0.29298 0.766
O -2.59837 0.90699 0.96916 -0.820
C -2.57873 -0.95460 -0.53448 -0.143
C -1.36346 -1.47901 -0.10519 -0.196
C -0.68920 -2.47140 -0.82824 -0.271
C -1.28674 -2.89158 -1.98881 0.205
O -0.83163 -3.83494 -2.88277 -0.494
C -1.85061 -3.95511 -3.87562 0.240
O -2.85590 -2.98089 -3.60571 -0.508
C -2.49209 -2.38361 -2.41443 0.269
C -3.17495 -1.42687 -1.71130 -0.250
H -0.93312 -1.11827 0.82067 0.235
H 0.25227 -2.88069 -0.48455 0.238
H -2.28756 -4.95518 -3.82803 0.144
H -1.41789 -3.76592 -4.85833 0.151
H -4.13657 -1.04201 -2.02273 0.239
N 1.10252 4.18263 0.91772 -0.346
C 1.43998 5.42156 1.30599 -0.051
C 0.32709 6.21644 1.14438 -0.369
C -0.65921 5.33727 0.65735 -0.056
N -0.18084 4.10760 0.52738 -0.313
H 1.60099 3.28032 1.02386 0.466
H 2.43242 5.64720 1.65902 0.212
H 0.23888 7.26958 1.34954 0.218
H -1.68824 5.53786 0.40307 0.207
N 0.62469 1.72177 -1.60305 -1.112
H 0.63936 2.64641 -2.01194 0.381
H 0.36224 1.04835 -2.30994 0.384
H 1.56125 1.49460 -1.25426 0.427
```

Total charge = -1
Orbital gap = 7.808 eV

ORCA calculation (ωB97M-V/def2-TZVPD) on the molecule C2H3NO2.

XYZ file:
```
8
Properties=species:S:1:pos:R:3:nbo_charge:R:1
C 0.20980 1.26794 -0.00640 0.545
C 0.15912 -1.27160 0.01060 0.543
N -0.38454 0.00891 0.00088 -0.672
O 1.36535 1.54766 0.00592 -0.509
O 1.30554 -1.59090 -0.00933 -0.511
H -0.59268 2.03218 -0.01699 0.102
H -1.39613 0.01915 -0.02845 0.400
H -0.66646 -2.01335 0.04376 0.103
```

Orbital gap = 10.731 eV
Structure (SMILES) = O=CNC=O

ORCA calculation (ωB97M-V/def2-TZVPD) on a cluster of 3 separate species, C7H19INO3 in total in a non-equilibrium geometry.

XYZ file:
```
31
Properties=species:S:1:pos:R:3:nbo_charge:R:1
I 0.62090 -3.60798 1.67161 -0.950
C 0.52241 0.20063 3.49580 -0.247
O 0.18320 -1.02805 4.11566 -0.758
H 1.58684 0.28580 3.27706 0.151
H -0.02929 0.30126 2.56114 0.168
H 0.36676 0.98586 4.23558 0.159
H 0.22862 -1.67658 3.40929 0.495
C 3.03060 2.07053 -1.65376 -0.252
O 1.86895 1.87484 -2.43130 -0.551
C 1.47463 0.52608 -2.71511 -0.072
C 1.49786 -0.47638 -1.55424 -0.254
N 0.55715 -0.33645 -0.47874 -0.649
C -0.82518 -0.43275 -0.94512 -0.227
C -1.89880 -0.18887 0.19870 -0.070
O -3.16241 -0.14830 -0.44003 -0.552
C -4.28866 -0.22657 0.50866 -0.255
H 3.94331 1.59841 -2.01728 0.152
H 2.88536 1.75532 -0.62049 0.182
H 3.26782 3.13230 -1.72063 0.182
H 2.21914 0.26449 -3.46702 0.162
H 0.53653 0.47433 -3.26774 0.188
H 2.49064 -0.50931 -1.10546 0.198
H 1.48099 -1.48429 -1.96891 0.176
H 0.79089 -1.06040 0.18561 0.402
H -1.07441 -1.40271 -1.37542 0.172
H -0.96573 0.32083 -1.72001 0.179
H -1.61743 0.64724 0.83889 0.160
H -1.85924 -1.04715 0.86944 0.181
H -4.35642 -1.21035 0.97309 0.180
H -5.21992 -0.21870 -0.05771 0.179
H -4.25523 0.61679 1.19840 0.173
```

Total charge = -1
Orbital gap = 7.250 eV